{
  "formula": "C17H30N4O2",
  "method": "ωB97M-V/def2-TZVPD",
  "spin_multiplicity": 1,
  "total_charge": 0,
  "e_homo_ev": -8.46,
  "de_lowest_ev": 0.713,
  "smiles": "CO[C@H](CNC(=O)N(C)Cc1cn2c(n1)CCCC2)C(C)(C)C",
  "fmax_ev_per_a": 0.23,
  "elements": ["C", "O", "C", "C", "N", "C", "O", "N", "C", "C", "C", "C", "N", "C", "N", "C", "C", "C", "C", "C", "C", "C", "C", "H", "H", "H", "H", "H", "H", "H", "H", "H", "H", "H", "H", "H", "H", "H", "H", "H", "H", "H", "H", "H", "H", "H", "H", "H", "H", "H", "H", "H", "H"],
  "positions_angstrom": [[2.815868, -0.801850, 2.408738], [2.162639, -1.613905, 1.459323], [2.423026, -1.253540, 0.102904], [1.119578, -0.738591, -0.493581], [0.654566, 0.451188, 0.186664], [1.182317, 1.666042, -0.134996], [2.033449, 1.781146, -1.012944], [0.739942, 2.739616, 0.606324], [1.257620, 4.053916, 0.284958], [-0.411075, 2.676054, 1.498419], [-1.658616, 2.094662, 0.900743], [-2.423910, 2.546850, -0.133070], [-3.403720, 1.599123, -0.313147], [-3.201715, 0.631165, 0.615498], [-2.151759, 0.895978, 1.360224], [-4.074123, -0.578121, 0.693569], [-5.397349, -0.345102, -0.034221], [-5.140930, 0.278837, -1.403277], [-4.514332, 1.656931, -1.253857], [3.049263, -2.445520, -0.642422], [4.345800, -2.829592, 0.073989], [3.384440, -2.036206, -2.079172], [2.103905, -3.647877, -0.646386], [2.518033, -1.155137, 3.395106], [3.905627, -0.877975, 2.320234], [2.529548, 0.250058, 2.305894], [3.142476, -0.426013, 0.076387], [1.249903, -0.506611, -1.549324], [0.346246, -1.501223, -0.392008], [-0.029770, 0.345572, 0.916386], [2.088753, 3.940496, -0.403287], [0.494817, 4.680630, -0.188898], [1.606661, 4.558456, 1.188902], [-0.182305, 2.080937, 2.389217], [-0.589986, 3.693592, 1.844303], [-2.359112, 3.423806, -0.754496], [-3.546958, -1.421934, 0.237660], [-4.229428, -0.834638, 1.741056], [-5.937718, -1.286119, -0.138286], [-6.031654, 0.323820, 0.555722], [-4.472256, -0.366287, -1.980525], [-6.067186, 0.374415, -1.971034], [-5.255769, 2.370470, -0.884055], [-4.139772, 2.026666, -2.208526], [4.150254, -3.127341, 1.104481], [4.826618, -3.666724, -0.436709], [5.050156, -1.993644, 0.083378], [2.488684, -1.883278, -2.682314], [3.965142, -1.111174, -2.101036], [3.975258, -2.818277, -2.560922], [1.198411, -3.448422, -1.222979], [2.597444, -4.510807, -1.099066], [1.813001, -3.914518, 0.370460]],
  "atomic_forces_ev_per_a": [[0.0, 0.0, 0.0], [0.0, 0.0, 0.0], [0.0, 0.0, 0.0], [0.0, 0.0, 0.0], [0.0, 0.0, 0.0], [0.1, -0.1, 0.1], [0.0, 0.0, 0.0], [-0.1, 0.1, -0.1], [0.0, 0.0, 0.0], [0.1, -0.2, 0.1], [0.0, 0.1, 0.0], [0.0, 0.0, 0.0], [0.0, 0.0, 0.0], [0.1, 0.0, 0.0], [0.0, 0.0, 0.0], [0.0, 0.0, 0.0], [0.0, 0.0, 0.0], [0.0, 0.0, 0.0], [0.0, 0.0, 0.0], [0.0, 0.0, 0.0], [0.0, 0.0, 0.0], [0.0, 0.0, 0.0], [0.0, 0.0, 0.0], [0.0, 0.0, 0.0], [0.0, 0.0, 0.0], [0.0, 0.0, 0.0], [0.0, 0.0, 0.0], [0.0, 0.0, 0.0], [0.0, 0.0, 0.0], [0.0, 0.0, 0.0], [0.0, 0.0, 0.0], [0.0, 0.0, 0.0], [0.0, 0.0, 0.0], [0.0, 0.0, 0.0], [0.0, 0.0, 0.0], [0.0, 0.0, 0.0], [0.0, 0.0, 0.0], [0.0, 0.0, 0.0], [0.0, 0.0, 0.0], [0.0, 0.0, 0.0], [0.0, 0.0, 0.0], [0.0, 0.0, 0.0], [0.0, 0.0, 0.0], [0.0, 0.0, 0.0], [0.0, 0.0, 0.0], [0.0, 0.0, 0.0], [0.0, 0.0, 0.0], [0.0, 0.0, 0.0], [0.0, 0.0, 0.0], [0.0, 0.0, 0.0], [0.0, 0.0, 0.0], [0.0, 0.0, 0.0], [0.0, 0.0, 0.0]],
  "mulliken_charge": [-0.6217, -0.4428, -0.0301, -1.7804, 0.1952, 0.4606, -0.7531, 0.2194, -1.1192, -1.2044, 1.2041, -1.4303, 0.2435, 0.3290, -0.7476, -0.4756, -0.7084, -0.6669, -0.5341, 2.1331, -1.8335, -1.8703, -1.7999, 0.2642, 0.3077, 0.1754, 0.7615, 0.3779, 0.5129, 0.3870, 0.3722, 0.3195, 0.3334, 0.2043, 0.6002, 0.5337, 0.2161, 0.3428, 0.3307, 0.2942, 0.3130, 0.3530, 0.2891, 0.3921, 0.3583, 0.4562, 0.3760, 0.3784, 0.3874, 0.4530, 0.3488, 0.4663, 0.3282]
}